ORCA calculation (ωB97M-V/def2-TZVPD) on a molecular structure, C30H59BaN11O6P2S6.

HOMO-LUMO gap in eV: 6.26
LUMO level in eV: 0.11
HOMO level in eV: -6.2
Relative energy (zero: lowest compared OMol25 entry of this formula, charge and spin) in kJ/mol: 118.5
Total charge: 0

Element x y z (Å)
Ba  -0.165  -0.306  -1.081
C  0.885  -1.102  2.942
P  1.688  0.089  1.812
C  1.724  1.610  2.835
C  3.427  -0.489  1.924
C  4.404  0.334  1.086
P  4.080  0.243  -0.737
C  3.012  1.727  -0.986
C  5.678  0.931  -1.341
H  1.347  -1.108  3.932
H  0.966  -2.094  2.498
H  -0.176  -0.869  3.045
H  2.194  1.445  3.807
H  0.702  1.957  2.987
H  2.267  2.396  2.308
H  3.407  -1.519  1.555
H  3.741  -0.521  2.973
H  5.416  -0.055  1.237
H  4.423  1.383  1.400
H  3.512  2.642  -0.655
H  2.094  1.609  -0.403
H  2.729  1.830  -2.034
H  5.950  1.853  -0.821
H  5.598  1.144  -2.407
H  6.477  0.201  -1.204
S  0.179  1.556  -3.662
S  -1.278  0.537  -4.744
S  -0.944  -1.478  -4.699
S  -1.748  -2.315  -2.970
N  1.821  -1.563  -2.835
C  1.802  -2.982  -2.517
C  2.705  -3.863  -3.383
C  4.174  -3.473  -3.512
C  4.963  -3.577  -2.208
N  4.702  -4.830  -1.522
C  5.399  -5.874  -1.765
N  5.209  -7.024  -1.028
N  6.379  -5.991  -2.724
C  1.831  -3.124  -0.991
O  2.453  -4.102  -0.391
O  1.161  -2.338  -0.333
H  1.372  -1.362  -3.724
H  2.749  -1.157  -2.797
H  0.768  -3.305  -2.719
H  2.264  -3.839  -4.382
H  2.626  -4.901  -3.044
H  4.264  -2.454  -3.899
H  4.621  -4.129  -4.266
H  4.654  -2.769  -1.536
H  6.033  -3.416  -2.390
H  3.209  -4.546  -0.904
H  4.422  -6.963  -0.400
H  5.235  -7.881  -1.560
H  6.637  -5.151  -3.212
H  7.148  -6.601  -2.499
C  -4.231  -4.620  5.112
C  -4.487  -3.219  5.642
S  -4.148  -1.948  4.443
O  -2.833  -2.188  3.902
O  -4.453  -0.675  5.041
C  -5.352  -2.241  3.145
C  -5.531  -0.992  2.281
N  -4.263  -0.424  1.852
C  -3.378  -1.029  1.032
N  -2.279  -0.307  0.879
C  -2.465  0.829  1.601
C  -3.683  0.779  2.211
N  -4.298  1.843  2.928
O  -3.571  2.772  3.235
O  -5.477  1.770  3.224
C  -3.605  -2.342  0.380
H  -4.332  -5.344  5.919
H  -3.224  -4.693  4.704
H  -4.943  -4.891  4.334
H  -3.815  -2.962  6.464
H  -5.509  -3.063  5.986
H  -6.301  -2.483  3.623
H  -5.009  -3.103  2.576
H  -6.058  -0.226  2.836
H  -6.119  -1.235  1.394
H  -1.757  1.636  1.613
H  -4.665  -2.524  0.209
H  -3.188  -3.149  0.985
H  -3.112  -2.340  -0.593
N  -0.278  2.429  -0.032
C  0.156  3.404  -0.483
N  0.721  4.494  -0.939
C  1.326  5.434  0.005
C  0.376  6.607  0.290
C  -0.572  6.827  -0.896
C  0.136  6.505  -2.209
C  0.433  5.006  -2.287
H  2.258  5.786  -0.444
H  1.586  4.894  0.914
H  0.972  7.504  0.469
H  -0.197  6.416  1.199
H  -0.948  7.850  -0.891
H  -1.440  6.170  -0.793
H  1.059  7.087  -2.280
H  -0.474  6.783  -3.069
H  1.278  4.787  -2.944
H  -0.415  4.444  -2.671
C  -5.094  3.757  0.057
N  -4.375  3.241  -1.087
C  -3.483  3.954  -1.874
C  -2.978  3.097  -2.783
N  -3.566  1.876  -2.544
C  -4.435  1.951  -1.507
S  -5.411  0.733  -0.893
H  -5.262  4.823  -0.081
H  -4.528  3.597  0.977
H  -6.045  3.236  0.135
H  -3.307  5.003  -1.723
H  -2.261  3.226  -3.573
H  -3.338  1.033  -3.055

---

ORCA calculation (ωB97M-V/def2-TZVPD) on a molecular structure, C30H59ClP2Si2Tc at a distorted geometry.

HOMO-LUMO gap (spin up / spin down) in eV: 6.54 / 6.24
LUMO level (spin up / spin down) in eV: -0.10 / -0.96
HOMO level (spin up / spin down) in eV: -6.6 / -7.2
Total charge: 0
2S+1: 4

Element x y z (Å)
Tc  0.285  0.991  -0.058
C  -2.605  -0.323  0.789
C  -1.957  0.861  1.185
C  -1.712  1.656  -0.047
Si  -1.925  1.533  2.918
C  -2.186  0.830  -1.145
C  -2.737  -0.361  -0.622
Si  -3.389  -1.858  -1.562
H  -3.004  -1.075  1.475
H  -1.782  2.746  -0.034
H  -2.220  1.137  -2.192
Cl  2.155  0.974  -1.288
C  -4.299  -3.009  -0.412
C  -4.487  -1.345  -2.978
C  -2.748  0.418  4.167
C  -2.788  3.195  2.880
H  -5.462  -1.064  -2.556
H  -4.642  -2.188  -3.664
H  -4.100  -0.491  -3.545
H  -3.677  -3.289  0.447
H  -4.588  -3.921  -0.949
H  -5.210  -2.522  -0.039
H  -3.871  3.000  2.879
H  -2.551  3.793  1.993
H  -2.548  3.775  3.781
H  -3.836  0.421  4.018
H  -2.536  0.787  5.180
H  -2.385  -0.613  4.082
C  -1.770  -2.640  -2.145
C  -0.076  1.674  3.230
P  -0.480  -1.426  -2.648
H  -1.963  -3.390  -2.928
H  -1.361  -3.171  -1.265
P  0.874  2.236  1.770
H  0.286  0.656  3.456
H  0.102  2.311  4.109
C  2.616  2.398  2.438
C  0.423  4.043  1.564
C  -1.146  -0.775  -4.288
C  0.928  -2.536  -3.204
C  2.069  -2.357  -2.196
H  1.246  -2.120  -4.173
C  0.564  -4.008  -3.383
H  0.236  -4.457  -2.437
H  1.461  -4.546  -3.720
H  -0.217  -4.167  -4.136
H  2.624  -1.433  -2.392
H  2.767  -3.203  -2.254
H  1.690  -2.281  -1.164
H  -2.036  -0.202  -3.983
C  -1.574  -1.877  -5.260
C  -0.143  0.188  -4.938
H  -2.377  -2.516  -4.871
H  -0.725  -2.509  -5.553
H  -1.956  -1.393  -6.170
H  -0.185  1.181  -4.480
H  -0.390  0.303  -6.002
H  0.892  -0.173  -4.866
H  -0.638  4.025  1.265
C  1.241  4.687  0.439
C  0.561  4.851  2.862
H  -0.102  4.506  3.664
H  0.288  5.892  2.637
H  1.597  4.857  3.228
H  0.869  4.390  -0.543
H  2.305  4.425  0.494
H  1.155  5.779  0.523
C  3.552  1.351  1.845
C  2.703  2.348  3.969
H  2.946  3.389  2.091
H  2.391  1.367  4.349
H  2.110  3.122  4.468
H  3.751  2.500  4.256
H  3.120  0.345  1.940
H  4.511  1.380  2.384
H  3.746  1.531  0.781
C  -0.003  2.640  -1.890
H  -0.828  3.360  -1.837
H  0.913  3.191  -2.143
H  -0.206  1.941  -2.714
C  2.950  -2.451  3.126
C  2.683  -2.509  1.624
C  3.992  -2.244  0.860
C  2.157  -3.896  1.261
C  1.666  -1.496  1.272
C  0.917  -0.569  0.944
H  3.702  -3.192  3.416
H  2.027  -2.659  3.674
H  3.312  -1.464  3.427
H  4.747  -3.000  1.121
H  3.832  -2.276  -0.227
H  4.401  -1.255  1.101
H  1.219  -4.085  1.792
H  1.961  -3.981  0.186
H  2.881  -4.673  1.539